Here is 2 unconnected molecules or ions with the total composition C7H13NO in a non-equilibrium geometry from the Open Molecules 2025 dataset. Energies are from ωB97M-V/def2-TZVPD.

HOMO energy = -8.79 eV
SMILES = CC1(C)NO1.C=CC=C
frontier orbital gap = 9.581 eV
LUMO energy = 0.791 eV

Last column: Mulliken charge in e.
Cartesian coordinates (Å):
1 C -0.010 1.616 0.863  -1.085
2 C -1.256 0.806 1.039  1.204
3 C -2.568 1.501 0.839  -1.305
4 N -1.222 -0.338 1.791  -0.597
5 O -1.462 -0.746 0.426  -0.411
6 H -0.150 2.507 0.251  0.309
7 H 0.745 0.998 0.368  0.219
8 H 0.424 1.918 1.818  0.344
9 H -2.607 2.389 1.474  0.348
10 H -2.659 1.815 -0.202  0.293
11 H -3.386 0.825 1.064  0.362
12 H -0.284 -0.641 2.059  0.331
13 C 1.524 -2.196 0.107  -0.860
14 C 2.268 -1.491 -0.746  0.018
15 C 1.787 -0.769 -1.924  -0.008
16 C 0.518 -0.483 -2.209  -0.690
17 H 0.464 -2.341 -0.037  0.284
18 H 1.987 -2.843 0.839  0.272
19 H 3.350 -1.546 -0.655  0.317
20 H 2.562 -0.443 -2.610  0.279
21 H -0.293 -0.732 -1.537  0.113
22 H 0.268 0.191 -3.017  0.263

=====

Here is 14 unconnected molecules or ions with the total composition C22H62BIO14 in a non-equilibrium geometry from the Open Molecules 2025 dataset. Energies are from ωB97M-V/def2-TZVPD.

HOMO energy = -9.00 eV
frontier orbital gap = 8.574 eV
LUMO energy = -0.429 eV

Last column: Mulliken charge in e.
Cartesian coordinates (Å):
1 O -1.310 2.170 0.686  -0.510
2 C -0.543 1.276 0.463  -0.234
3 I -1.181 -0.206 -0.995  -0.067
4 C 0.809 1.192 1.136  0.055
5 B 2.055 1.590 0.203  0.166
6 C 2.608 3.078 0.297  -1.002
7 C 1.684 4.118 -0.338  0.833
8 C 0.657 3.815 -1.197  -0.213
9 C -0.157 4.801 -1.725  -0.663
10 C 0.096 6.110 -1.399  -0.940
11 C 1.139 6.429 -0.563  -0.404
12 C 1.925 5.445 -0.019  -0.577
13 H 0.921 0.154 1.488  0.447
14 H 0.780 1.846 2.012  0.217
15 H 2.521 0.807 -0.560  -0.094
16 H 2.700 3.300 1.375  0.305
17 H 3.619 3.197 -0.112  0.370
18 H 0.456 2.787 -1.499  0.449
19 H -0.962 4.508 -2.390  0.401
20 H -0.555 6.858 -1.837  0.521
21 H 1.350 7.468 -0.332  0.412
22 H 2.747 5.724 0.633  0.417
23 C -1.824 -0.707 3.847  -0.227
24 O -1.901 0.715 3.769  -0.467
25 H -1.516 -0.981 4.852  0.298
26 H -2.803 -1.145 3.639  0.088
27 H -1.086 -1.080 3.127  0.077
28 H -2.175 0.947 2.877  0.191
29 C 1.512 9.178 -3.339  -0.479
30 O 0.539 9.150 -2.294  -0.463
31 H 2.191 8.341 -3.195  0.103
32 H 1.022 9.078 -4.311  0.273
33 H 2.077 10.113 -3.303  0.324
34 H -0.057 9.891 -2.431  0.262
35 C -1.328 -4.431 0.240  -0.528
36 O -0.283 -3.570 0.687  -0.432
37 H -0.925 -5.437 0.139  0.161
38 H -2.144 -4.443 0.966  0.320
39 H -1.699 -4.093 -0.732  0.266
40 H -0.660 -2.689 0.770  0.182
41 C 2.773 -2.903 -1.372  -0.225
42 O 2.573 -1.740 -0.582  -0.391
43 H 3.702 -3.377 -1.063  0.254
44 H 1.944 -3.602 -1.225  -0.144
45 H 2.841 -2.631 -2.429  0.312
46 H 1.748 -1.337 -0.871  0.122
47 C -5.720 0.690 3.221  -0.326
48 O -5.563 0.576 1.803  -0.526
49 H -6.784 0.689 3.447  0.318
50 H -5.245 -0.147 3.724  0.015
51 H -5.278 1.627 3.570  0.226
52 H -4.622 0.581 1.616  0.274
53 C 4.474 6.799 -5.378  -0.572
54 O 3.575 6.479 -4.321  -0.412
55 H 4.189 7.767 -5.784  0.200
56 H 5.499 6.856 -5.002  0.283
57 H 4.416 6.048 -6.169  0.256
58 H 3.836 5.624 -3.969  0.257
59 C 1.812 -7.278 -1.537  -0.752
60 O 1.044 -6.288 -2.213  -0.339
61 H 1.831 -8.173 -2.155  0.245
62 H 2.835 -6.926 -1.381  0.312
63 H 1.360 -7.518 -0.571  0.349
64 H 1.036 -5.504 -1.655  0.180
65 C -4.959 -2.064 6.046  -0.654
66 O -4.529 -0.733 5.756  -0.436
67 H -5.016 -2.621 5.115  0.223
68 H -4.247 -2.554 6.711  0.296
69 H -5.947 -2.046 6.514  0.359
70 H -4.484 -0.259 6.591  0.240
71 C -5.780 -5.841 5.781  -0.558
72 O -4.635 -5.129 6.242  -0.464
73 H -6.667 -5.306 6.110  0.220
74 H -5.780 -5.896 4.689  0.267
75 H -5.795 -6.851 6.198  0.278
76 H -3.859 -5.612 5.945  0.275
77 C -2.146 5.656 1.346  -0.159
78 O -2.979 4.537 1.062  -0.536
79 H -2.765 6.550 1.374  0.298
80 H -1.660 5.522 2.318  0.250
81 H -1.390 5.761 0.567  -0.101
82 H -2.416 3.758 1.040  0.452
83 C -1.030 -7.330 -4.324  -0.184
84 O -1.806 -8.500 -4.595  -0.549
85 H -1.690 -6.465 -4.353  0.290
86 H -0.575 -7.402 -3.340  0.041
87 H -0.254 -7.218 -5.082  0.087
88 H -1.206 -9.250 -4.567  0.289
89 C 2.753 -6.880 -5.321  -0.494
90 O 1.997 -8.057 -5.594  -0.483
91 H 2.077 -6.029 -5.354  0.199
92 H 3.205 -6.938 -4.328  0.183
93 H 3.535 -6.747 -6.073  0.331
94 H 2.604 -8.802 -5.561  0.271
95 C 5.998 1.576 1.334  -0.459
96 O 6.484 2.888 1.063  -0.516
97 H 5.882 1.048 0.391  0.198
98 H 6.713 1.042 1.965  0.348
99 H 5.027 1.640 1.835  0.153
100 H 6.581 3.341 1.905  0.291

=====

Here is a molecular structure, C4H7N4O2 in a non-equilibrium geometry from the Open Molecules 2025 dataset. Energies are from ωB97M-V/def2-TZVPD.

HOMO energy = -13.27 eV
net charge = +1
frontier orbital gap = 7.894 eV
LUMO energy = -5.376 eV

Last column: Mulliken charge in e.
Cartesian coordinates (Å):
1 C -1.780 0.814 -0.091  -0.211
2 C -2.914 0.034 0.140  0.366
3 C 0.588 0.737 0.592  0.407
4 C 2.990 -0.519 0.377  -0.678
5 N -1.168 -0.860 1.132  -0.443
6 N -0.751 0.237 0.602  0.654
7 N -4.187 0.046 -0.281  -0.435
8 N 1.642 -0.831 0.290  -0.368
9 O 0.864 1.854 0.741  -0.284
10 O -2.457 -0.975 0.862  -0.082
11 H -1.587 1.716 -0.707  0.357
12 H 3.231 -0.284 1.464  0.254
13 H 3.651 -1.330 0.130  0.342
14 H 3.195 0.463 -0.151  0.266
15 H -4.489 0.970 -0.521  0.271
16 H -4.879 -0.593 0.200  0.306
17 H 1.171 -1.182 -0.567  0.278

=====

Here is a molecular structure, C21H42FHfO21 in a non-equilibrium geometry from the Open Molecules 2025 dataset. Energies are from ωB97M-V/def2-TZVPD.

HOMO energy = -16.76 eV
net charge = +3
frontier orbital gap = 5.020 eV
LUMO energy = -11.739 eV

Last column: Mulliken charge in e.
Cartesian coordinates (Å):
1 Hf 0.417 -2.459 -0.682  1.962
2 F 0.100 -0.289 0.141  0.363
3 C 2.671 1.669 -1.798  -0.560
4 O 3.625 0.715 -2.062  -0.275
5 C 3.347 -0.584 -2.132  0.717
6 O 2.276 -1.150 -1.847  0.287
7 O 4.410 -1.157 -2.659  -0.363
8 C 4.577 -2.492 -2.879  -0.576
9 H 2.266 1.933 -2.775  0.359
10 H 3.186 2.512 -1.337  0.311
11 H 1.850 1.317 -1.174  0.077
12 H 3.880 -2.850 -3.636  0.279
13 H 4.450 -3.032 -1.941  0.226
14 H 5.580 -2.731 -3.232  0.250
15 C -4.179 -3.850 0.116  -0.507
16 O -4.152 -2.431 -0.017  -0.294
17 C -3.040 -1.763 -0.165  0.354
18 O -1.903 -2.201 -0.278  -0.619
19 O -3.206 -0.372 0.017  0.203
20 C -4.498 0.266 0.283  -0.794
21 H -4.947 -4.254 0.776  0.321
22 H -3.324 -3.979 0.780  0.042
23 H -4.117 -4.490 -0.764  0.293
24 H -4.249 1.327 0.319  0.254
25 H -4.977 0.047 1.237  0.222
26 H -5.192 0.113 -0.543  0.419
27 C 5.949 -1.763 1.098  -0.735
28 O 4.603 -2.193 0.748  -0.300
29 C 3.505 -1.521 1.020  0.807
30 O 2.359 -1.868 0.643  -0.419
31 O 3.840 -0.374 1.610  -0.432
32 C 2.878 0.433 2.317  -0.408
33 H 6.235 -2.015 2.119  0.326
34 H 6.140 -0.730 0.805  0.354
35 H 6.561 -2.442 0.504  0.311
36 H 3.355 1.228 2.890  0.444
37 H 2.224 -0.183 2.935  0.108
38 H 2.322 0.979 1.555  0.084
39 C 0.086 -1.312 -5.184  -0.638
40 O -0.794 -0.403 -4.621  -0.350
41 C -0.866 -0.279 -3.259  0.479
42 O -0.402 -1.136 -2.485  -0.300
43 O -1.499 0.851 -2.861  -0.093
44 C -1.888 1.857 -3.796  -0.747
45 H -0.198 -1.471 -6.224  0.320
46 H -0.028 -2.325 -4.797  0.233
47 H 1.119 -0.982 -5.078  0.271
48 H -0.942 2.204 -4.213  0.346
49 H -2.401 2.597 -3.182  0.205
50 H -2.552 1.475 -4.571  0.411
51 C -2.304 -2.862 3.526  -0.302
52 O -0.829 -2.815 3.862  -0.363
53 C 0.090 -2.672 2.942  0.688
54 O -0.076 -2.646 1.690  -0.668
55 O 1.331 -2.571 3.456  -0.184
56 C 1.649 -2.778 4.796  -0.819
57 H -2.823 -2.952 4.480  0.287
58 H -2.508 -3.721 2.886  0.193
59 H -2.471 -1.890 3.062  0.093
60 H 1.983 -3.812 4.886  0.318
61 H 0.775 -2.633 5.431  0.363
62 H 2.378 -2.109 5.255  0.312
63 C -0.399 2.159 2.549  -0.452
64 O -1.647 2.619 2.829  -0.366
65 C -2.604 1.753 3.205  0.783
66 O -2.416 0.511 3.254  -0.540
67 O -3.659 2.360 3.579  -0.367
68 C -4.791 1.535 4.085  -0.638
69 H -0.550 1.554 1.655  -0.079
70 H -0.011 1.450 3.280  0.415
71 H 0.335 2.963 2.494  0.348
72 H -5.491 2.058 4.736  0.305
73 H -4.406 0.648 4.589  0.296
74 H -5.468 1.302 3.262  0.221
75 C 1.209 5.455 -3.980  -0.698
76 O 0.005 5.091 -3.360  -0.348
77 C 0.042 4.366 -2.225  0.820
78 O 1.071 4.003 -1.622  -0.616
79 O -1.194 4.055 -1.892  -0.402
80 C -1.430 3.285 -0.737  -0.551
81 H 2.048 5.025 -3.432  0.359
82 H 1.145 6.540 -3.900  0.281
83 H 1.125 5.135 -5.018  0.244
84 H -0.791 2.413 -0.600  0.113
85 H -2.406 2.830 -0.903  0.132
86 H -1.368 3.907 0.156  0.592

=====

Here is BrClFHSi in the gas phase in a non-equilibrium geometry from the Open Molecules 2025 dataset. Energies are from ωB97M-V/def2-TZVPD.

HOMO energy = -11.00 eV
SMILES = F[Si@@H](Cl)Br
frontier orbital gap = 9.673 eV
LUMO energy = -1.324 eV

Last column: Mulliken charge in e.
Cartesian coordinates (Å):
1 F -1.269 -0.282 -0.916  -0.131
2 Si 0.048 -0.045 -0.147  0.651
3 Cl -0.189 2.389 0.890  -0.369
4 Br 0.242 -1.725 1.144  -0.108
5 H 1.167 -0.338 -0.970  -0.043

=====

Here is a molecular structure, C3H8O3Pm in a non-equilibrium geometry from the Open Molecules 2025 dataset. Energies are from ωB97M-V/def2-TZVPD.

HOMO energy (spin up / spin down) = -11.61 / -11.63 eV
net charge = +1
frontier orbital gap (spin up / spin down) = 5.660 / 6.020 eV
LUMO energy (spin up / spin down) = -5.952 / -5.612 eV
2S+1 = 5

Last column: Mulliken charge in e.
Cartesian coordinates (Å):
1 C 1.241 -0.928 -2.571  -0.581
2 O 0.483 -0.556 -1.449  -0.631
3 H 1.939 -1.719 -2.247  0.213
4 H 0.611 -1.355 -3.369  0.230
5 H 1.838 -0.089 -2.969  0.278
6 C 0.561 0.122 1.253  -0.819
7 O -0.370 1.179 1.484  -0.446
8 C -1.710 0.847 1.901  -0.053
9 O -2.533 0.983 0.828  -0.684
10 Pm -1.380 0.900 -1.010  1.972
11 H 1.139 -0.636 0.006  0.289
12 H 1.539 0.629 1.267  0.379
13 H 0.312 -0.775 1.846  0.327
14 H -1.928 1.581 2.703  0.247
15 H -1.743 -0.182 2.327  0.280

=====

Here is C7H17N3 in the gas phase in a non-equilibrium geometry from the Open Molecules 2025 dataset. Energies are from ωB97M-V/def2-TZVPD.

HOMO energy = -6.50 eV
frontier orbital gap = 7.138 eV
LUMO energy = 0.635 eV

Last column: Mulliken charge in e.
Cartesian coordinates (Å):
1 C 1.122 -0.257 -0.493  0.630
2 C 0.220 1.194 1.355  -1.223
3 C -0.532 1.557 -0.880  -1.164
4 C 1.682 -1.214 0.547  -1.653
5 C 2.208 0.635 -1.065  -1.409
6 N -0.083 0.543 0.080  0.522
7 C -1.287 -0.501 0.204  0.545
8 C -1.283 -1.390 -0.796  -1.135
9 N -2.227 -0.172 1.193  -0.607
10 N -2.368 -2.229 -0.937  -0.422
11 H 0.610 -0.866 -1.271  0.337
12 H -2.764 0.681 1.053  0.225
13 H -1.925 -0.242 2.160  0.238
14 H -2.181 -3.119 -1.381  0.227
15 H -3.072 -2.277 -0.203  0.222
16 H -0.614 1.830 1.663  0.426
17 H 0.399 0.446 2.125  0.403
18 H -1.505 1.936 -0.575  0.427
19 H -0.645 1.084 -1.852  0.374
20 H 0.160 2.397 -0.940  0.421
21 H 1.104 1.827 1.255  0.322
22 H 0.879 -1.800 0.990  0.377
23 H 3.019 -0.006 -1.413  0.424
24 H 2.375 -1.900 0.066  0.462
25 H 2.222 -0.701 1.341  0.359
26 H 1.861 1.215 -1.905  0.392
27 H 2.625 1.329 -0.320  0.283